Here is 2 unconnected molecules or ions with the total composition C3H8O2 from OMol25. Energies are from ωB97M-V with the def2-TZVPD basis set.

Calculated values
HOMO level = -9.046 eV
relative energy (zero: lowest compared OMol25 entry of this formula, charge and spin) = 41.1 kcal/mol
gap between HOMO and LUMO = 9.87 eV
multiplicity = 1
LUMO energy = 0.8 eV

Positions of all 13 atoms, in Å:
1 O 1.1815 -1.4666 -0.5867
2 O -1.5837 -0.2206 -0.4179
3 C -2.4195 0.5449 0.4772
4 C 2.2570 -0.6089 -0.5009
5 C 2.2169 0.5391 0.1462
6 H 3.1532 -1.0110 -0.9571
7 H 3.0707 1.1964 0.1343
8 H -3.4611 0.4218 0.1802
9 H -2.2076 0.2676 1.5140
10 H -1.8845 -1.1290 -0.3199
11 H 1.3503 0.8198 0.7268
12 H 0.4043 -0.9241 -0.7850
13 H -2.0775 1.5706 0.3888

Atoms 1-3, force components in eV/Å:
O 0.324 0.209 -0.415
O -0.343 -0.032 0.317
C 1.014 -0.146 -0.287

Atomic partial charges in e from the natural (NBO) method, atoms 1 to 2: -0.72 -0.74